No. 1
Here is the molecule C9H8 from the Open Molecules 2025 dataset. Energies are from wB97M-V/def2-TZVPD.

For the strongest force on any atom, the calculation gives 0.1307 Eh/bohr. The HOMO energy comes out at -0.3134 Ha. The value obtained for the total energy is -347.6699 Ha. The SMILES is C1=Cc2ccccc2C1. The frontier orbital gap comes out at 9.59 eV.

Element x y z (Å)
1 C -2.37 0.19 0.09
2 C -1.61 1.20 0.00
3 C -0.15 0.78 -0.06
4 C 1.00 1.55 -0.07
5 C 2.13 0.73 0.09
6 C 2.21 -0.59 0.10
7 C 1.03 -1.35 -0.20
8 C -0.15 -0.65 -0.11
9 C -1.56 -1.04 0.06
10 H -3.38 0.13 0.44
11 H -1.87 2.17 -0.44
12 H 0.99 2.62 -0.29
13 H 3.22 1.23 0.28
14 H 3.06 -1.06 0.36
15 H 1.14 -2.49 -0.35
16 H -1.98 -1.73 -0.75
17 H -1.71 -1.70 0.83

=====

No. 2
Here is a structure of composition C31H46N4RhSi2 from the Open Molecules 2025 dataset. Energies are from wB97M-V/def2-TZVPD.

For the strongest force on any atom, the calculation gives 0.0946 Eh/bohr. The HOMO energy (spin up / spin down) comes out at -0.0863 / -0.1280 Ha. The value obtained for the total energy is -2117.2464 Ha. As for the multiplicity: 5. Its total charge is -1. The frontier orbital gap (spin up / spin down) comes out at 5.02 / 5.90 eV.

Element x y z (Å)
1 Rh 0.76 -0.74 -0.21
2 C -1.92 1.72 1.85
3 C -2.46 0.32 1.44
4 C -2.18 -0.17 0.00
5 N -1.20 -1.27 -0.08
6 C -1.47 -2.55 -0.38
7 C -2.87 -2.98 -0.13
8 C -3.45 -4.20 -0.48
9 C -2.88 -5.30 -1.15
10 C -1.56 -5.51 -1.56
11 C -0.46 -4.67 -1.43
12 C -0.38 -3.33 -0.87
13 N 0.83 -2.72 -0.97
14 C 2.06 -3.35 -1.35
15 C 3.29 -2.48 -0.99
16 C 3.39 -1.12 -1.66
17 N 2.55 -0.04 -1.04
18 C 2.76 1.21 -1.49
19 C 3.81 1.50 -2.39
20 C 4.38 2.75 -2.81
21 C 4.02 4.05 -2.59
22 C 2.83 4.47 -1.92
23 C 1.92 3.68 -1.27
24 C 1.82 2.29 -1.05
25 N 0.62 1.97 -0.39
26 C 0.17 2.72 0.76
27 C -0.41 1.91 1.91
28 H -2.25 1.86 2.88
29 H -2.34 2.56 1.29
30 H -3.55 0.37 1.58
31 H -2.06 -0.41 2.15
32 H -1.73 0.25 -1.92
33 H -3.12 -0.46 -0.40
34 H -3.43 -2.33 0.53
35 H -4.48 -4.28 -0.14
36 H -3.62 -6.12 -1.22
37 H -1.25 -6.42 -2.11
38 H 0.48 -5.10 -1.79
39 H 2.11 -3.56 -2.43
40 H 2.12 -4.32 -0.83
41 H 4.19 -3.05 -1.25
42 H 3.29 -2.29 0.08
43 H 3.09 -1.16 -2.73
44 H 4.41 -0.78 -1.57
45 H 4.36 0.66 -2.80
46 H 5.28 2.63 -3.40
47 H 4.68 4.80 -2.99
48 H 2.60 5.51 -1.86
49 H 1.08 4.26 -0.89
50 H -0.54 3.49 0.45
51 H 1.05 3.27 1.12
52 H -0.14 2.48 2.82
53 H 0.06 0.93 1.97
54 C 1.76 -2.60 4.64
55 Si 1.23 -1.08 3.62
56 C -0.18 -0.25 4.59
57 C 2.64 0.19 3.48
58 C 0.79 -1.64 1.91
59 H 2.18 -2.30 5.60
60 H 2.53 -3.23 4.16
61 H 0.82 -3.15 4.82
62 H 0.08 -0.16 5.65
63 H -1.10 -0.81 4.53
64 H -0.37 0.75 4.21
65 H 3.15 0.45 4.41
66 H 2.26 1.11 3.00
67 H 3.42 -0.22 2.83
68 H -0.16 -2.18 1.86
69 H 1.61 -2.33 1.61
70 C -4.50 1.80 -0.98
71 Si -2.80 2.24 -1.63
72 C -2.82 2.07 -3.49
73 C -2.52 4.04 -1.31
74 C -1.58 0.82 -1.00
75 C -0.09 0.90 -0.87
76 H -5.21 2.61 -1.19
77 H -4.50 1.64 0.13
78 H -4.88 0.87 -1.45
79 H -3.44 2.87 -3.89
80 H -3.22 1.13 -3.86
81 H -1.81 2.17 -3.90
82 H -3.27 4.59 -1.89
83 H -1.58 4.45 -1.64
84 H -2.68 4.31 -0.26

=====

No. 3
Here is a structure of composition C28H27N3RuSSi from the Open Molecules 2025 dataset. Energies are from wB97M-V/def2-TZVPD.

For the strongest force on any atom, the calculation gives 0.1131 Eh/bohr. The HOMO energy (spin up / spin down) comes out at -0.3044 / -0.4034 Ha. The value obtained for the total energy is -2029.5758 Ha. As for the multiplicity: 6. Its total charge is +1. The frontier orbital gap (spin up / spin down) comes out at 5.54 / 4.59 eV.

Element x y z (Å)
1 C -0.73 -2.08 1.47
2 C -1.33 -1.71 0.22
3 C -0.49 -2.25 -0.83
4 H -2.27 -1.18 0.08
5 C 0.61 -2.97 -0.21
6 C 0.42 -2.89 1.20
7 H 1.06 -3.36 1.95
8 H -1.10 -1.83 2.47
9 H -0.70 -2.21 -1.89
10 H 1.39 -3.54 -0.72
11 Ru 0.55 -0.66 0.14
12 C -4.01 1.62 0.21
13 H -3.08 1.05 0.07
14 H -4.27 2.13 -0.72
15 H -3.82 2.37 0.99
16 Si -0.04 0.51 -1.56
17 C -1.39 1.80 -1.93
18 C -2.62 1.50 -2.55
19 H -2.98 0.47 -2.52
20 C -3.36 2.52 -3.15
21 H -4.36 2.30 -3.54
22 C -2.84 3.82 -3.25
23 H -3.36 4.58 -3.84
24 C -1.65 4.13 -2.58
25 H -1.23 5.13 -2.64
26 C -1.00 3.14 -1.83
27 H -0.15 3.42 -1.20
28 C 0.23 -0.23 -3.32
29 C -0.31 0.39 -4.46
30 H -0.85 1.34 -4.38
31 C -0.21 -0.22 -5.71
32 H -0.66 0.26 -6.58
33 C 0.50 -1.41 -5.87
34 H 0.60 -1.88 -6.85
35 C 1.08 -2.02 -4.75
36 H 1.61 -2.97 -4.83
37 C 1.00 -1.40 -3.49
38 H 1.52 -1.85 -2.64
39 H 0.99 1.55 -1.79
40 H -4.77 0.95 0.51
41 N 2.47 0.38 4.38
42 C 1.86 -0.61 5.13
43 C 2.00 -0.95 6.47
44 C 1.35 -2.11 6.92
45 C 0.57 -2.87 6.04
46 C 0.43 -2.52 4.69
47 C 1.08 -1.37 4.22
48 N 1.23 -0.81 2.97
49 C 2.04 0.25 3.08
50 C 2.54 1.03 1.96
51 C 3.49 2.04 1.97
52 S 3.98 2.45 0.36
53 C 2.95 1.19 -0.26
54 N 2.17 0.64 0.67
55 H 3.13 1.08 4.70
56 H 2.60 -0.31 7.12
57 H 1.45 -2.43 7.96
58 H 0.05 -3.76 6.41
59 H -0.15 -3.10 3.98
60 H 3.86 2.52 2.85
61 H 2.91 0.90 -1.31

=====

No. 4
Here is the molecule C7H15NO from the Open Molecules 2025 dataset. Energies are from wB97M-V/def2-TZVPD.

For the strongest force on any atom, the calculation gives 0.0090 Eh/bohr. The HOMO energy (spin up / spin down) comes out at -0.2567 / -0.2565 Ha. The value obtained for the total energy is -405.5854 Ha. The frontier orbital gap (spin up / spin down) comes out at 6.91 / 6.91 eV.

Element x y z (Å)
1 C -1.38 -0.04 0.31
2 C -1.03 0.61 -0.97
3 C -1.99 -1.40 0.26
4 C -1.55 0.74 1.56
5 C 1.70 1.40 -0.15
6 C 2.36 -0.89 -0.97
7 C 1.19 -0.01 -0.52
8 O 0.71 -0.55 0.86
9 N 0.13 -0.13 -1.42
10 H 0.66 -1.51 0.74
11 H -1.84 0.44 -1.70
12 H -0.92 1.70 -0.86
13 H -1.73 -2.01 1.12
14 H -1.72 -1.92 -0.66
15 H -3.08 -1.26 0.29
16 H -2.55 1.21 1.48
17 H -1.53 0.14 2.46
18 H -0.83 1.55 1.64
19 H 2.79 -0.47 -1.89
20 H 0.91 2.02 0.27
21 H 2.07 1.88 -1.05
22 H 2.50 1.34 0.59
23 H 3.14 -0.94 -0.21
24 H 2.00 -1.89 -1.20

=====

No. 5
Here is a cluster of 2 separate species, C3H8OS3 in total from the Open Molecules 2025 dataset. Energies are from wB97M-V/def2-TZVPD.

For the strongest force on any atom, the calculation gives 0.0347 Eh/bohr. The HOMO energy comes out at -0.3246 Ha. The value obtained for the total energy is -1388.8781 Ha. The SMILES is C1SCSCS1.O. The frontier orbital gap comes out at 9.36 eV.

Element x y z (Å)
1 C 0.71 1.01 1.38
2 S 0.33 2.83 1.49
3 C -1.55 2.84 1.34
4 S -2.39 1.97 0.04
5 C -1.68 0.38 0.42
6 S 0.00 0.00 0.00
7 H 0.53 0.47 2.33
8 H 1.81 1.08 1.23
9 H -1.94 3.86 1.18
10 H -1.88 2.50 2.34
11 H -2.30 -0.40 -0.06
12 H -1.75 0.24 1.52
13 O 5.62 2.65 0.10
14 H 6.11 1.80 0.04
15 H 5.17 2.74 -0.77

=====

No. 6
Here is the molecule C2H3F3 from the Open Molecules 2025 dataset. Energies are from wB97M-V/def2-TZVPD.

For the strongest force on any atom, the calculation gives 0.1184 Eh/bohr. The HOMO energy comes out at -0.4411 Ha. The value obtained for the total energy is -377.5290 Ha. The SMILES is FCC(F)F. The frontier orbital gap comes out at 13.04 eV.

Element x y z (Å)
1 F 1.78 0.22 -0.25
2 C 0.62 -0.13 0.36
3 C -0.53 0.35 -0.35
4 F -1.48 -0.82 -0.10
5 F -0.97 1.50 0.06
6 H 0.28 0.13 1.27
7 H 0.54 -1.33 0.39
8 H -0.24 0.08 -1.39

=====

Number 4 is which compound? C7H15NO